Record 1
{"formula": "CH7N4OP", "method": "ωB97M-V/def2-TZVPD", "species": ["C", "N", "N", "N", "N", "O", "P", "H", "H", "H", "H", "H", "H", "H"], "positions_angstrom": [[0.113, -0.691, -0.778], [-0.612, -0.982, 0.396], [0.789, 0.505, -0.239], [-1.673, -0.316, 0.755], [-0.035, 1.548, -0.135], [2.920, -0.989, 0.189], [2.659, 0.412, 0.135], [0.865, -1.363, -1.133], [-0.493, -0.386, -1.559], [0.053, -1.263, 1.194], [-2.501, -0.233, 0.099], [-1.902, -0.427, 1.652], [0.415, 2.301, 0.385], [-0.599, 1.883, -0.960]], "homo_ev": [-19.9, -19.8], "e_tot_ev": -18425.1539, "total_charge": 2}



Record 2
{"formula": "CH7N5", "method": "ωB97M-V/def2-TZVPD", "species": ["C", "H", "H", "H", "H", "H", "H", "H", "N", "N", "N", "N", "N"], "positions_angstrom": [[-0.798, -0.233, 0.118], [1.314, 1.950, -0.522], [0.666, 1.674, 1.138], [-1.420, 1.663, -0.146], [-2.431, -1.136, 0.394], [-0.067, -2.090, 0.928], [1.198, -1.531, -1.335], [1.744, 0.015, -0.362], [0.913, 1.219, 0.230], [-0.509, 1.030, -0.295], [-2.099, -0.315, -0.211], [0.151, -1.097, 0.314], [1.339, -1.151, -0.251]], "homo_ev": -7.8, "e_tot_ev": -8594.7858, "smiles": "N=C(NN)NN"}



Results for F_max: 5.303 8.193 (in eV/Å, following the order of the records).
Results for energy above the lowest of the compared OMol25 structures with the same formula, charge and spin: 116.2 452.7 (in kJ/mol, following the order of the records).